Entry 1:
DFT (wB97M-V/def2-TZVPD) results for C4H6N2 as an isolated structure.

XYZ file:
```
12
Properties=species:S:1:pos:R:3:nbo_charge:R:1
C 0.98 0.46 0.72 -0.2147
N 1.72 0.03 -0.38 -0.5042
C -0.43 -0.51 0.23 -0.3479
C -1.67 0.11 0.25 -0.2716
C 0.13 -0.83 -1.16 0.2599
N 0.00 -1.07 -2.30 -0.3365
H 1.79 0.74 -1.11 0.3508
H 1.39 0.15 1.68 0.2071
H 0.64 1.50 0.78 0.1826
H -0.27 -1.44 0.79 0.2729
H -2.03 0.62 1.14 0.1915
H -2.26 0.23 -0.65 0.2102
```

## Properties
2S+1 = 1
F_max = 2.88 eV Å⁻¹
frontier orbital gap (spin up / spin down) = 7.8 / 8.8 eV
E = -265.3354 hartree

Entry 2:
DFT (wB97M-V/def2-TZVPD) results for one molecule with the formula C4H6N2.

XYZ file:
```
12
Properties=species:S:1:pos:R:3:nbo_charge:R:1
C -1.82 0.93 -0.04 -0.6685
C -0.77 -0.09 0.25 0.1567
N 0.09 -0.39 -0.63 -0.4034
C 1.28 -1.07 -0.16 -0.3400
C 2.32 -0.03 -0.18 0.2762
N 3.04 0.88 -0.20 -0.3132
H -1.61 1.37 -1.02 0.2384
H -2.85 0.54 -0.02 0.2283
H -1.75 1.71 0.72 0.2294
H -0.72 -0.49 1.28 0.1447
H 1.57 -1.88 -0.84 0.2409
H 1.20 -1.48 0.86 0.2105
```

## Properties
structure (SMILES) = C/C=N/CC#N
2S+1 = 1
F_max = 1.11 eV Å⁻¹
frontier orbital gap = 11.4 eV
E = -265.4889 hartree

Entry 3:
DFT (wB97M-V/def2-TZVPD) results for a 2-piece molecular cluster, C4H6N2 overall.

XYZ file:
```
12
Properties=species:S:1:pos:R:3:nbo_charge:R:1
C -2.07 -1.10 0.00 -0.2281
C -2.33 -2.31 0.01 -0.2532
C 0.89 0.23 -0.51 0.2605
C 0.89 2.61 -0.01 -0.1968
N 1.20 1.41 -0.28 -0.3688
N 1.23 -0.91 0.15 -0.8043
H -1.64 -0.29 -0.48 0.2346
H -2.94 -3.18 -0.11 0.2331
H 1.50 3.44 -0.43 0.1852
H 0.19 2.75 0.83 0.1757
H 1.31 -1.83 -0.18 0.4037
H 1.78 -0.80 1.01 0.3585
```

## Properties
2S+1 = 1
F_max = 4.12 eV Å⁻¹
frontier orbital gap = 8.6 eV
E = -265.3358 hartree

Entry 4:
DFT (wB97M-V/def2-TZVPD) results for one molecule with the formula C4H6N2.

XYZ file:
```
12
Properties=species:S:1:pos:R:3:nbo_charge:R:1
N -0.61 2.26 -1.74 -0.3289
C 0.11 1.42 -1.39 0.2894
C 0.91 0.34 -0.80 -0.5220
C 0.26 -0.02 0.52 -0.0774
C -1.09 -0.62 0.56 -0.2585
N 0.12 -1.42 0.85 -0.5860
H 0.92 -0.53 -1.47 0.2630
H 1.95 0.67 -0.67 0.2510
H 0.49 0.66 1.33 0.2007
H -1.60 -0.91 -0.36 0.2056
H -1.76 -0.27 1.34 0.2031
H 0.29 -1.58 1.84 0.3601
```

## Properties
structure (SMILES) = N#CC[C@H]1CN1
2S+1 = 1
F_max = 1.08 eV Å⁻¹
frontier orbital gap = 11.2 eV
E = -265.4765 hartree

Entry 5:
DFT (wB97M-V/def2-TZVPD) results for one molecule with the formula C4H6N2.

XYZ file:
```
12
Properties=species:S:1:pos:R:3:nbo_charge:R:1
C 1.23 -0.65 1.26 -0.6368
C 0.19 -0.28 0.27 0.0902
C -0.48 0.91 0.22 -0.1242
N -1.20 0.87 -0.96 -0.5267
C -0.91 -0.35 -1.55 0.1638
N -0.02 -1.03 -0.86 -0.4529
H 1.03 -1.58 1.88 0.2174
H 2.16 -0.95 0.74 0.2301
H 1.32 0.13 2.01 0.2137
H -0.45 1.69 0.97 0.2193
H -1.63 1.65 -1.42 0.4144
H -1.24 -0.40 -2.58 0.1917
```

## Properties
structure (SMILES) = Cc1c[nH]cn1
2S+1 = 1
F_max = 2.02 eV Å⁻¹
frontier orbital gap = 9.5 eV
E = -265.5220 hartree

Entry 6:
DFT (wB97M-V/def2-TZVPD) results for one molecule with the formula C4H6N2.

XYZ file:
```
12
Properties=species:S:1:pos:R:3:nbo_charge:R:1
C -1.71 -0.37 0.06 -0.6238
C -0.28 0.06 -0.07 -0.1399
C 0.33 1.30 0.22 -0.0629
N 1.65 1.23 0.20 -0.2604
N 1.91 -0.04 -0.14 -0.3287
C 0.79 -0.78 -0.31 -0.0649
H -2.40 0.48 0.04 0.2195
H -2.00 -1.07 -0.74 0.2175
H -1.84 -0.88 1.01 0.2174
H -0.15 2.25 0.45 0.2062
H 2.86 -0.36 -0.12 0.4050
H 0.82 -1.82 -0.60 0.2148
```

## Properties
structure (SMILES) = Cc1cn[nH]c1
2S+1 = 1
F_max = 0.21 eV Å⁻¹
frontier orbital gap = 10.1 eV
E = -265.5129 hartree

Entry 7:
DFT (wB97M-V/def2-TZVPD) results for one molecule with the formula C4H6N2.

XYZ file:
```
12
Properties=species:S:1:pos:R:3:nbo_charge:R:1
N -1.86 0.03 -0.03 -0.8354
C -0.43 -0.02 -0.04 -0.0162
C 0.38 1.19 0.06 0.0896
N 1.65 1.16 0.16 -0.6288
C 1.43 -1.79 -0.36 0.0534
C 0.18 -1.23 -0.15 -0.3254
H -2.23 0.49 -0.85 0.3639
H -2.21 0.52 0.79 0.3619
H -0.20 2.13 0.01 0.1587
H 2.04 2.10 0.14 0.3441
H 1.72 -2.44 0.49 0.1469
H -0.46 -2.13 -0.22 0.2871
```

## Properties
2S+1 = 1
F_max = 0.40 eV Å⁻¹
frontier orbital gap = 7.6 eV
E = -265.3513 hartree

Entry 8:
DFT (wB97M-V/def2-TZVPD) results for one molecule with the formula C4H6N2.

XYZ file:
```
12
Properties=species:S:1:pos:R:3:nbo_charge:R:1
N -1.08 -1.66 -2.43 -0.3147
C -0.74 -0.88 -1.65 0.2686
C -0.38 0.17 -0.69 -0.1437
C -0.61 -0.11 0.82 -0.3872
C 0.82 0.40 1.04 -0.2041
N 1.02 0.46 -0.40 -0.6307
H -0.89 1.08 -1.03 0.2160
H -1.43 0.44 1.29 0.2144
H -0.72 -1.18 1.03 0.2194
H 1.48 -0.24 1.63 0.1906
H 0.86 1.42 1.47 0.1780
H 1.80 0.12 -0.92 0.3935
```

## Properties
structure (SMILES) = N#C[C@H]1CCN1
2S+1 = 1
F_max = 1.13 eV Å⁻¹
frontier orbital gap = 10.1 eV
E = -265.4708 hartree

Entry 9:
DFT (wB97M-V/def2-TZVPD) results for one molecule with the formula C4H6N2O.

XYZ file:
```
13
Properties=species:S:1:pos:R:3:nbo_charge:R:1
H -3.12 1.31 -0.90 0.3471
N -2.83 0.38 -0.62 -0.6452
C -1.59 0.37 -0.41 0.3858
O -0.98 -0.76 0.03 -0.5087
C 0.37 -0.93 -0.35 -0.0551
C 1.36 -0.49 0.73 -0.5423
C 1.53 0.97 0.82 0.2764
N 1.69 2.11 0.86 -0.3169
H -0.90 1.22 -0.52 0.1436
H 0.57 -0.40 -1.29 0.1886
H 0.50 -2.00 -0.52 0.2077
H 1.04 -0.87 1.70 0.2624
H 2.34 -0.92 0.50 0.2567
```

## Properties
structure (SMILES) = [H]/N=C/OCCC#N
2S+1 = 1
F_max = 1.08 eV Å⁻¹
frontier orbital gap = 11.2 eV
E = -340.7358 hartree

Entry 10:
DFT (wB97M-V/def2-TZVPD) results for one molecule with the formula C4H6N2O.

XYZ file:
```
13
Properties=species:S:1:pos:R:3:nbo_charge:R:1
N 0.79 -0.75 1.78 -0.8328
C 0.39 -0.21 0.55 0.1738
N 1.29 0.40 -0.30 -0.4881
C 0.68 0.80 -1.45 -0.0321
C -0.65 0.39 -1.36 -0.4294
C -0.80 -0.24 -0.11 0.2111
O -1.97 -0.75 0.39 -0.6800
H 0.23 -1.56 1.99 0.3790
H 0.67 -0.11 2.56 0.3672
H 2.26 0.50 -0.07 0.4150
H 1.22 1.33 -2.22 0.2119
H -1.52 0.99 -1.42 0.2221
H -2.60 -0.79 -0.34 0.4825
```

## Properties
structure (SMILES) = Nc1[nH]ccc1O
2S+1 = 1
F_max = 2.17 eV Å⁻¹
frontier orbital gap = 8.6 eV
E = -340.7300 hartree

Entry 11:
DFT (wB97M-V/def2-TZVPD) results for one molecule with the formula C4H6N2O.

XYZ file:
```
13
Properties=species:S:1:pos:R:3:nbo_charge:R:1
C -1.87 -0.51 -0.44 -0.6719
C -0.40 -0.38 -0.18 0.3324
N 0.41 -1.36 -0.04 -0.4502
C 1.61 -0.66 0.35 0.7599
O 2.17 -0.81 1.40 -0.5574
N 1.67 0.53 -0.42 -0.6271
C 0.33 0.93 0.06 -0.3224
H -2.20 -1.49 -0.12 0.2459
H -2.10 -0.40 -1.51 0.2443
H -2.43 0.26 0.09 0.2279
H 2.38 1.13 0.00 0.3767
H -0.09 1.84 -0.38 0.2250
H 0.51 0.91 1.19 0.2169
```

## Properties
structure (SMILES) = CC1=NC(=O)NC1
2S+1 = 1
F_max = 1.80 eV Å⁻¹
frontier orbital gap = 10.7 eV
E = -340.7370 hartree

Entry 12:
DFT (wB97M-V/def2-TZVPD) results for one molecule with the formula C4H6N2O.

XYZ file:
```
13
Properties=species:S:1:pos:R:3:nbo_charge:R:1
C 2.45 -0.56 -0.05 -0.6389
C 1.05 -0.06 0.07 0.1024
C 0.64 1.22 0.01 -0.1430
N -0.77 1.17 -0.01 -0.5565
C -1.09 -0.14 0.02 0.6330
O -2.33 -0.61 -0.06 -0.6673
N -0.01 -0.89 0.06 -0.5496
H 3.26 0.21 -0.24 0.2246
H 2.66 -1.11 0.90 0.2208
H 2.43 -1.41 -0.82 0.2287
H 1.16 2.17 -0.09 0.2137
H -1.39 1.97 0.07 0.4218
H -2.30 -1.60 0.09 0.5104
```

## Properties
structure (SMILES) = Cc1c[nH]c(O)n1
2S+1 = 1
F_max = 1.88 eV Å⁻¹
frontier orbital gap = 8.9 eV
E = -340.7741 hartree

Entry 13:
DFT (wB97M-V/def2-TZVPD) results for one molecule with the formula C4H6N2O.

XYZ file:
```
13
Properties=species:S:1:pos:R:3:nbo_charge:R:1
C 1.95 0.44 -0.04 -0.6448
C 0.51 0.03 -0.02 0.1565
C 0.08 -1.32 0.01 -0.0038
N -1.19 -1.64 0.08 -0.5645
C -1.60 0.48 0.61 0.4915
O -2.73 1.00 0.16 -0.6584
N -0.45 0.91 0.21 -0.4867
H 2.19 1.04 0.84 0.2306
H 2.18 1.06 -0.92 0.2317
H 2.60 -0.43 -0.07 0.2201
H 0.81 -2.10 0.25 0.1981
H -1.79 -1.08 -0.53 0.3533
H -2.56 1.62 -0.57 0.4765
```

## Properties
2S+1 = 1
F_max = 0.31 eV Å⁻¹
frontier orbital gap (spin up / spin down) = 8.5 / 8.5 eV
E = -340.6582 hartree

Entry 14:
DFT (wB97M-V/def2-TZVPD) results for a 2-piece molecular cluster, C4H6N2O overall.

XYZ file:
```
13
Properties=species:S:1:pos:R:3:nbo_charge:R:1
N -1.67 -2.08 0.05 -0.2872
C -1.16 -1.20 0.60 0.2657
C -0.57 -0.06 1.32 -0.5378
C -0.24 1.12 0.41 -0.0442
O 1.04 0.89 -0.24 -0.4884
C 1.03 0.77 -1.52 0.5473
N 1.07 0.65 -2.68 -0.4019
H 0.35 -0.39 1.83 0.2670
H -1.27 0.26 2.09 0.2626
H -1.01 1.29 -0.34 0.2154
H -0.10 2.02 1.01 0.2078
H 1.30 -1.54 -1.63 0.0258
H 1.23 -1.74 -0.91 -0.0322
```

## Properties
structure (SMILES) = N#CCCOC#N.[H][H]
2S+1 = 1
F_max = 1.15 eV Å⁻¹
frontier orbital gap = 11.5 eV
E = -340.6767 hartree

Entry 15:
DFT (wB97M-V/def2-TZVPD) results for one molecule with the formula C4H6N2O.

XYZ file:
```
13
Properties=species:S:1:pos:R:3:nbo_charge:R:1
H -0.69 -1.18 1.27 0.3318
N -1.61 -1.09 0.92 -0.6336
C -1.61 -0.31 -0.18 0.2602
N -0.67 0.40 -0.88 -0.6067
C 0.56 0.36 -0.07 0.0075
C 1.39 1.29 0.51 -0.3867
C 0.84 -1.09 -0.32 0.3495
O 1.91 -1.67 -0.15 -0.4992
H -2.57 0.06 -0.72 0.1751
H -1.00 1.30 -0.79 0.3855
H 0.82 2.29 0.62 0.2081
H 2.53 1.19 0.85 0.2695
H 0.10 -1.56 -1.07 0.1390
```

## Properties
structure (SMILES) = [H]/N=C\NC(=C)C=O
2S+1 = 1
F_max = 5.71 eV Å⁻¹
frontier orbital gap = 9.7 eV
E = -340.6348 hartree

Entry 16:
DFT (wB97M-V/def2-TZVPD) results for one molecule with the formula C4H6N2O.

XYZ file:
```
13
Properties=species:S:1:pos:R:3:nbo_charge:R:1
C 2.03 -0.18 0.13 -0.6523
C 0.60 -0.16 -0.28 0.3253
N 0.15 -0.53 -1.41 -0.4094
C -0.94 -0.42 -2.05 0.0226
C -1.67 0.29 0.38 0.3040
O -2.29 0.95 1.38 -0.7005
N -0.36 0.33 0.65 -0.6250
H 2.62 -0.62 -0.69 0.2439
H 2.20 -0.78 1.03 0.2208
H 2.40 0.84 0.31 0.2208
H -1.46 -1.39 -2.15 0.1505
H -3.24 0.90 1.21 0.5001
H -0.01 0.76 1.50 0.3991
```

## Properties
2S+1 = 1
F_max = 0.45 eV Å⁻¹
frontier orbital gap = 8.5 eV
E = -340.6304 hartree

Entry 17:
DFT (wB97M-V/def2-TZVPD) results for one molecule with the formula C4H6N2O.

XYZ file:
```
13
Properties=species:S:1:pos:R:3:nbo_charge:R:1
C -1.97 -0.12 0.17 -0.6023
C -0.54 0.41 0.08 -0.1568
C 0.44 -0.20 -0.86 -0.3177
C 1.59 -0.22 -0.17 0.3831
O 2.83 -0.55 -0.54 -0.6523
N 1.39 0.22 1.17 -0.2010
N 0.18 0.51 1.35 -0.0932
H -2.51 0.41 0.96 0.2267
H -2.01 -1.19 0.37 0.2175
H -2.49 0.07 -0.78 0.2168
H -0.61 1.49 -0.16 0.2487
H 0.27 -0.50 -1.88 0.2359
H 3.41 -0.36 0.21 0.4945
```

## Properties
structure (SMILES) = C[C@@H]1C=C(O)N=N1
2S+1 = 1
F_max = 0.35 eV Å⁻¹
frontier orbital gap = 9.6 eV
E = -340.7148 hartree

Entry 18:
DFT (wB97M-V/def2-TZVPD) results for one molecule with the formula C4H6N2O.

XYZ file:
```
13
Properties=species:S:1:pos:R:3:nbo_charge:R:1
C 0.57 -1.45 -0.20 -0.4161
N 1.31 -0.31 0.28 -0.6283
C 0.80 0.95 0.28 0.7607
O 1.25 1.85 0.96 -0.6202
N -0.29 1.25 -0.62 -0.4880
C -1.56 0.41 -0.64 -0.0898
C -1.52 1.39 0.17 -0.0223
H 1.14 -2.36 -0.03 0.2152
H 0.40 -1.34 -1.28 0.2024
H -0.40 -1.54 0.32 0.1920
H 2.08 -0.44 0.93 0.4057
H -2.02 -0.40 -1.20 0.2429
H -1.77 1.98 1.03 0.2459
```

## Properties
structure (SMILES) = CNC(=O)N1C=C1
2S+1 = 1
F_max = 0.39 eV Å⁻¹
frontier orbital gap = 9.4 eV
E = -340.6426 hartree

Entry 19:
DFT (wB97M-V/def2-TZVPD) results for one molecule with the formula C4H6N2O.

XYZ file:
```
13
Properties=species:S:1:pos:R:3:nbo_charge:R:1
O 2.18 -0.46 -0.49 -0.7270
C 1.48 0.42 0.42 -0.0931
C -0.01 0.32 0.21 0.0568
C -1.02 1.12 -0.12 -0.1168
N -2.27 0.43 -0.27 -0.4513
C -1.88 -0.87 -0.02 0.1583
N -0.48 -0.99 0.17 -0.5406
H 2.21 -0.03 -1.44 0.4803
H 1.88 1.40 0.42 0.1878
H 1.56 0.14 1.44 0.1915
H -1.12 2.13 -0.47 0.2180
H -2.60 -1.80 -0.03 0.2104
H 0.07 -1.80 0.18 0.4256
```

## Properties
structure (SMILES) = OCc1cnc[nH]1
2S+1 = 1
F_max = 4.95 eV Å⁻¹
frontier orbital gap = 9.5 eV
E = -340.7271 hartree

Entry 20:
DFT (wB97M-V/def2-TZVPD) results for one molecule with the formula C4H6N2O.

XYZ file:
```
13
Properties=species:S:1:pos:R:3:nbo_charge:R:1
H -1.99 1.38 -0.93 0.4331
N -1.09 1.31 -0.46 -0.8429
C -0.61 0.15 -0.32 0.5913
C -1.17 -1.05 0.37 -0.7366
N 0.47 -0.35 -1.46 -0.4070
C 1.50 0.03 -0.88 0.0459
C 1.33 0.70 0.70 0.2888
O 2.08 0.31 1.57 -0.4856
H -0.46 -1.87 0.40 0.2404
H -1.42 -0.76 1.40 0.2454
H -2.09 -1.35 -0.13 0.2645
H 2.56 -0.21 -1.04 0.1930
H 0.90 1.71 0.80 0.1696
```

## Properties
structure (SMILES) = [H]/N=C(C)/N=C\C=O
2S+1 = 1
F_max = 5.18 eV Å⁻¹
frontier orbital gap (spin up / spin down) = 7.3 / 7.3 eV
E = -340.5897 hartree